No. 1
DFT (ωB97M-V with the def2-TZVPD basis set) results for 9 unconnected molecules or ions with the total composition C16H54N4O9.

Each atom is followed by the atoms it is bonded to, with distances in Å.
CARTESIAN COORDINATES (ANGSTROEM)
1 C -25.417 -18.160 -7.069  O2 1.417, H7 1.092, H8 1.095, H9 1.088
2 O -24.592 -19.016 -7.839  C1 1.417, C3 1.412
3 C -23.503 -19.538 -7.106  O2 1.412, C4 1.512, H10 1.100, H11 1.101
4 C -22.626 -20.338 -8.043  C3 1.512, C5 1.529, N6 1.483, H12 1.093
5 C -23.306 -21.556 -8.668  C4 1.529, H13 1.095, H14 1.088, H15 1.089
6 N -21.373 -20.791 -7.392  C4 1.483, H16 1.020, H17 1.021
7 H -25.024 -17.150 -6.939  C1 1.092
8 H -25.571 -18.638 -6.096  C1 1.095
9 H -26.378 -18.104 -7.576  C1 1.088
10 H -22.957 -18.693 -6.661  C3 1.100
11 H -23.877 -20.134 -6.260  C3 1.101
12 H -22.202 -19.743 -8.856  C4 1.093
13 H -23.540 -22.270 -7.873  C5 1.095
14 H -22.590 -21.956 -9.383  C5 1.088
15 H -24.243 -21.333 -9.177  C5 1.089
16 H -20.864 -19.995 -7.007  N6 1.020
17 H -21.598 -21.268 -6.518  N6 1.021
18 C -14.821 -25.899 -1.694  O19 1.414, H24 1.095, H25 1.085, H26 1.095
19 O -15.884 -25.040 -2.059  C18 1.414, C20 1.402
20 C -16.598 -25.493 -3.178  O19 1.402, C21 1.516, H27 1.102, H28 1.099
21 C -17.828 -24.642 -3.427  C20 1.516, C22 1.531, N23 1.464, H29 1.101
22 C -18.806 -24.706 -2.251  C21 1.531, H30 1.097, H31 1.094, H32 1.085
23 N -18.527 -25.092 -4.633  C21 1.464, H33 1.023, H34 1.020
24 H -15.207 -26.831 -1.269  C18 1.095
25 H -14.217 -25.364 -0.968  C18 1.085
26 H -14.242 -26.174 -2.582  C18 1.095
27 H -15.977 -25.468 -4.089  C20 1.102
28 H -16.873 -26.555 -3.119  C20 1.099
29 H -17.566 -23.591 -3.622  C21 1.101
30 H -19.440 -23.813 -2.327  C22 1.097
31 H -18.279 -24.463 -1.324  C22 1.094
32 H -19.337 -25.648 -2.177  C22 1.085
33 H -18.059 -24.732 -5.468  N23 1.023
34 H -19.390 -24.548 -4.603  N23 1.020
35 C -13.322 -25.084 -7.502  O36 1.387, H41 1.091, H42 1.102, H43 1.101
36 O -14.263 -24.105 -7.786  C35 1.387, C37 1.424
37 C -15.580 -24.577 -7.521  O36 1.424, C38 1.508, H44 1.100, H45 1.095
38 C -16.593 -23.512 -7.857  C37 1.508, C39 1.525, N40 1.488, H46 1.095
39 C -16.326 -22.124 -7.284  C38 1.525, H47 1.095, H48 1.093, H49 1.089
40 N -17.927 -23.922 -7.340  C38 1.488, H50 1.032, H51 1.021
41 H -12.302 -24.698 -7.479  C35 1.091
42 H -13.297 -25.924 -8.215  C35 1.102
43 H -13.484 -25.584 -6.535  C35 1.101
44 H -15.743 -25.414 -8.216  C37 1.100
45 H -15.661 -25.026 -6.527  C37 1.095
46 H -16.701 -23.379 -8.938  C38 1.095
47 H -15.309 -21.791 -7.518  C39 1.095
48 H -16.368 -22.152 -6.192  C39 1.093
49 H -16.945 -21.313 -7.666  C39 1.089
50 H -18.681 -23.337 -7.734  N40 1.032
51 H -18.094 -24.836 -7.763  N40 1.021
52 C -26.864 -22.730 -4.995  O53 1.402, H58 1.100, H59 1.094, H60 1.088
53 O -26.424 -24.061 -5.015  C52 1.402, C54 1.410
54 C -25.155 -24.301 -5.579  O53 1.410, C55 1.533, H61 1.099, H62 1.094
55 C -24.778 -25.715 -5.121  C54 1.533, C56 1.519, N57 1.479, H63 1.093
56 C -24.231 -25.695 -3.704  C55 1.519, H64 1.096, H65 1.092, H66 1.090
57 N -23.729 -26.239 -6.021  C55 1.479, H67 1.026, H68 1.016
58 H -26.894 -22.345 -6.025  C52 1.100
59 H -26.204 -22.090 -4.402  C52 1.094
60 H -27.902 -22.644 -4.682  C52 1.088
61 H -25.153 -24.222 -6.676  C54 1.099
62 H -24.490 -23.502 -5.240  C54 1.094
63 H -25.676 -26.337 -5.105  C55 1.093
64 H -23.243 -25.227 -3.639  C56 1.096
65 H -23.974 -26.704 -3.375  C56 1.092
66 H -24.897 -25.157 -3.029  C56 1.090
67 H -24.099 -26.104 -6.969  N57 1.026
68 H -23.603 -27.241 -5.913  N57 1.016
69 O -21.838 -22.811 -4.524  H70 0.967, H71 0.968
70 H -21.091 -22.402 -4.066  O69 0.967
71 H -22.341 -23.253 -3.826  O69 0.968
72 O -21.507 -24.461 -6.861  H73 0.985, H74 0.974
73 H -22.109 -25.235 -6.773  O72 0.985
74 H -21.744 -23.864 -6.128  O72 0.974
75 O -20.612 -26.985 -4.159  H76 0.986, H77 0.965
76 H -19.930 -26.288 -4.305  O75 0.986
77 H -21.294 -26.789 -4.813  O75 0.965
78 O -20.181 -22.992 -8.825  H79 0.987, H80 0.985
79 H -20.613 -23.720 -8.318  O78 0.987
80 H -20.506 -22.165 -8.400  O78 0.985
81 O -23.665 -25.575 -8.872  H82 0.967, H83 0.964
82 H -23.551 -24.616 -8.822  O81 0.967
83 H -22.935 -25.873 -9.427  O81 0.964

- SMILES = COC[C@H](C)N.COC[C@H](C)N.COC[C@H](C)N.COC[C@H](C)N.O.O.O.O.O
- maximum force (eV/A) = 2.28
- HOMO energy (eV) = -8.8
- energy above the lowest of the compared OMol25 structures with the same formula, charge and spin (kcal per mole) = 21.4

No. 2
DFT (ωB97M-V with the def2-TZVPD basis set) results for 2 unconnected molecules or ions with the total composition C8H11BF4N2.

Each atom is followed by the atoms it is bonded to, with distances in Å.
CARTESIAN COORDINATES (ANGSTROEM)
1 C 2.978 -1.915 -0.052  C2 1.598, H11 1.147, H12 1.161, H13 1.159
2 C 3.230 -0.361 -0.325  C1 1.598, C3 1.620, N4 1.327
3 C 4.728 0.192 -0.050  C2 1.620, H14 1.141, H15 1.160, H16 1.147
4 N 2.349 0.516 -0.792  C2 1.327, C5 1.462
5 C 1.003 0.301 -0.263  N4 1.462, C6 1.580, C10 1.557
6 C -0.174 0.316 -1.317  C5 1.580, C7 1.543, H17 1.138
7 C -1.641 0.145 -0.871  C6 1.543, N8 1.449, H18 1.148
8 N -1.936 -0.045 0.535  C7 1.449, C9 1.461, H19 1.048
9 C -0.903 -0.067 1.567  N8 1.461, C10 1.570, H20 1.149
10 C 0.622 0.104 1.234  C5 1.557, C9 1.570, H21 1.138
11 H 2.057 -2.334 -0.593  C1 1.147
12 H 3.892 -2.471 -0.502  C1 1.161
13 H 2.995 -2.196 1.072  C1 1.159
14 H 5.451 -0.636 0.257  C3 1.141
15 H 5.063 0.663 -1.056  C3 1.160
16 H 4.672 1.068 0.689  C3 1.147
17 H 0.081 0.493 -2.411  C6 1.138
18 H -2.451 0.194 -1.683  C7 1.148
19 H -2.951 -0.138 0.775  N8 1.048
20 H -1.301 -0.192 2.638  C9 1.149
21 H 1.420 0.117 2.046  C10 1.138
22 B -5.840 1.251 -0.181  F23 1.434, F24 1.435, F25 1.430, F26 1.441
23 F -6.138 0.431 -1.318  B22 1.434
24 F -5.117 2.415 -0.604  B22 1.435
25 F -7.057 1.646 0.459  B22 1.430
26 F -5.031 0.502 0.747  B22 1.441

- maximum force (eV/A) = 4.54
- HOMO energy (eV) = -10.3

No. 3
DFT (ωB97M-V with the def2-TZVPD basis set) results for a single C4H8O molecule.

Each atom is followed by the atoms it is bonded to, with distances in Å.
CARTESIAN COORDINATES (ANGSTROEM)
1 O 2.221 -0.727 0.114  C2 1.406, H6 1.028
2 C 1.270 0.255 0.440  O1 1.406, C3 1.504, H7 1.097, H8 1.102
3 C 0.045 0.232 -0.433  C2 1.504, C4 1.505, C5 1.511, H9 1.193
4 C -1.277 0.785 0.025  C3 1.505, C5 1.504, H10 1.092, H11 1.086
5 C -1.113 -0.699 -0.159  C3 1.511, C4 1.504, H12 1.089, H13 1.088
6 H 1.661 -1.468 -0.327  O1 1.028
7 H 1.786 1.220 0.362  C2 1.097
8 H 0.920 0.138 1.478  C2 1.102
9 H 0.404 0.262 -1.570  C3 1.193
10 H -1.366 1.169 1.043  C4 1.092
11 H -1.871 1.335 -0.699  C4 1.086
12 H -1.084 -1.327 0.731  C5 1.089
13 H -1.591 -1.170 -1.015  C5 1.088

- SMILES = OCC1CC1
- maximum force (eV/A) = 3.18
- HOMO energy (eV) = -10.1
- energy above the lowest of the compared OMol25 structures with the same formula, charge and spin (kcal per mole) = 32.3